Entry 1:
DFT (ωB97M-V/def2-TZVPD) results for a molecular structure, C11H15BN6O2Sn in a non-equilibrium geometry.

```
36
C11H15BN6O2Sn (ωB97M-V/def2-TZVPD)
H -2.1958 0.0368 -2.5493
N -0.5739 1.1352 -1.7498
B 1.2275 2.9113 -1.2447
N 0.0834 2.2909 -2.1326
C -0.4873 2.7521 -3.2649
Sn -0.3974 -0.0732 0.0469
H -0.1263 3.6564 -3.7266
C -1.5210 1.8874 -3.6268
H -2.1709 1.9619 -4.4761
C -1.5481 0.8863 -2.6522
H 1.5858 3.9771 -1.6561
C 0.6443 -1.1163 1.7401
H 0.1427 -2.0733 1.8489
H 0.5469 -0.5032 2.6387
H 1.6834 -1.2225 1.4350
N 2.4463 1.9056 -1.2429
N 0.6400 2.9838 0.2127
N 2.1435 0.6424 -0.7900
N 0.0071 1.8909 0.7775
C 3.7557 1.9605 -1.5913
C 0.5542 4.0146 1.0800
H 4.2040 2.8555 -1.9841
H 0.9698 4.9741 0.8153
C 4.3246 0.7098 -1.3552
C -0.1224 3.5837 2.2253
C 3.2646 -0.0785 -0.8501
C -0.4524 2.2428 2.0014
H 5.3288 0.3809 -1.5118
H -0.3616 4.1436 3.1168
H 3.2832 -1.1219 -0.5435
H -0.9734 1.5265 2.6206
H 0.4582 -1.7130 -0.0577
O -2.2434 -2.2403 0.5390
C -2.8763 -1.2091 0.7493
O -2.4234 0.0226 0.7170
H -3.9579 -1.2557 0.9897
```

Properties
Frontier orbital gap (spin up / spin down) = 3.6 / 3.3 eV
HOMO level (spin up / spin down) = -15.693 / -15.626 eV
Total energy = -31173.2339 eV
Charge = +2

***

Entry 2:
DFT (ωB97M-V/def2-TZVPD) results for 2 unconnected molecules or ions with the total composition C3H2NO3 in a non-equilibrium geometry.

```
9
C3H2NO3 (ωB97M-V/def2-TZVPD)
C 1.0956 0.7461 0.0519
C -1.4688 0.0110 0.0672
C 0.0259 -0.1771 0.3800
N 1.0426 -0.4076 -0.6287
O -1.5076 0.1750 -1.1719
O 1.7752 1.7501 0.1567
O -2.3037 0.0120 0.9442
H 0.1931 -1.3191 1.7549
H 1.1477 -0.7903 -1.5543
```

Properties
Frontier orbital gap = 8.5 eV
HOMO level = -4.526 eV
Energy above the lowest of the compared OMol25 structures with the same formula, charge and spin = 95.7 kcal/mol
Total energy = -10773.6196 eV
Charge = -1

***

Entry 3:
DFT (ωB97M-V/def2-TZVPD) results for 6 unconnected molecules or ions with the total composition C36H70NO19P2 in a non-equilibrium geometry.

```
128
C36H70NO19P2 (ωB97M-V/def2-TZVPD)
C 5.2403 -0.9239 3.5282
C 6.1863 -0.8922 4.7249
O 6.9563 0.3053 4.9137
P 6.2880 1.7728 4.8417
O 7.1551 2.6874 5.6134
C 4.6118 1.7891 5.4868
C 3.6740 2.8532 4.8615
C 2.3266 2.2431 4.3430
C 1.2600 3.3602 4.3326
C -0.1753 2.8310 4.5909
C -1.0819 2.7183 3.3507
C -1.0927 1.3011 2.7545
N -2.4319 0.8850 2.3418
C -2.9873 -0.2986 2.7023
C -4.2662 -0.3950 2.1785
C -4.4742 0.8065 1.4615
C -3.3332 1.5749 1.5771
P 2.7319 1.5781 2.7472
C 2.0152 2.6121 1.3861
O 1.8197 0.1383 2.5739
O 6.2685 2.2155 3.3008
C 7.5715 2.3991 2.7428
C 7.6038 1.7669 1.3639
H 5.5479 -0.2595 2.7318
H 4.2229 -0.7260 3.8409
H 5.2417 -1.9398 3.1368
H 5.6532 -1.1504 5.6365
H 6.9255 -1.6752 4.5841
H 4.1252 0.8196 5.4935
H 4.7703 2.0662 6.5236
H 3.4635 3.5869 5.6340
H 4.1699 3.3751 4.0412
H 1.2854 4.0079 3.4471
H 1.4809 4.0105 5.1800
H -0.0594 1.8689 5.0779
H -0.6538 3.5074 5.2995
H -0.6947 3.4341 2.6298
H -2.0908 3.0349 3.5974
H -0.7949 0.6211 3.5380
H -0.3881 1.2464 1.9357
H -2.5010 -1.0356 3.3130
H -4.9520 -1.2068 2.3172
H -5.3876 1.0476 0.9486
H -3.1255 2.5404 1.1617
H 0.9686 2.8937 1.5061
H 2.0886 2.0601 0.4516
H 2.5894 3.5269 1.2783
H 2.4556 -0.5118 2.2742
H 7.7703 3.4616 2.6566
H 8.3434 1.9419 3.3523
H 8.6084 1.8053 0.9527
H 6.9418 2.3226 0.7057
H 7.2738 0.7359 1.4327
C -4.8204 0.2674 -5.8949
C -5.2918 -1.1217 -5.5253
O -4.5527 -1.6536 -4.4163
C -4.8974 -1.1914 -3.2100
O -5.7744 -0.4005 -2.9825
O -4.0991 -1.7605 -2.3155
C -4.2928 -1.3082 -0.9611
H -3.7440 0.2642 -6.0711
H -5.3267 0.6086 -6.7981
H -5.0265 0.9758 -5.0934
H -5.1068 -1.8047 -6.3531
H -6.3594 -1.1411 -5.3079
H -5.3350 -1.4009 -0.6662
H -3.9606 -0.2816 -0.8553
H -3.6829 -1.9448 -0.3291
C 0.8082 -2.0338 -9.0363
C -0.2783 -3.0876 -9.0616
O -0.4254 -3.7330 -7.7913
C -1.0956 -3.0321 -6.8717
O -1.5971 -1.9501 -7.0428
O -1.1303 -3.7429 -5.7539
C -1.7744 -3.0792 -4.6526
H 1.7453 -2.4633 -8.6803
H 0.9638 -1.6262 -10.0354
H 0.5424 -1.2159 -8.3683
H -0.0157 -3.8823 -9.7579
H -1.2335 -2.6689 -9.3784
H -2.7610 -2.7287 -4.9277
H -1.1627 -2.2463 -4.3095
H -1.8622 -3.8071 -3.8520
C -6.1664 -4.9566 -9.8989
C -7.2176 -4.1473 -9.1705
O -6.9296 -2.7418 -9.2104
C -7.2175 -2.1280 -10.3541
O -7.7093 -2.6315 -11.3301
O -6.8706 -0.8469 -10.2315
C -7.0651 -0.0669 -11.4123
H -5.1736 -4.7265 -9.5105
H -6.3559 -6.0222 -9.7721
H -6.1680 -4.7308 -10.9644
H -7.2260 -4.4070 -8.1139
H -8.2150 -4.3326 -9.5680
H -8.0843 -0.1618 -11.7795
H -6.3605 -0.3708 -12.1847
H -6.8733 0.9647 -11.1329
C 4.1489 -7.1891 1.3692
C 3.0760 -6.3991 2.0884
O 3.3258 -4.9901 2.0352
C 3.0155 -4.3995 0.8804
O 2.5324 -4.9380 -0.0818
O 3.3218 -3.1113 0.9833
C 3.0952 -2.3448 -0.2031
H 5.1350 -6.9293 1.7561
H 3.9868 -8.2585 1.5056
H 4.1425 -6.9731 0.3018
H 3.0709 -6.6488 3.1478
H 2.0851 -6.6158 1.6904
H 2.0771 -2.4690 -0.5635
H 3.8055 -2.6307 -0.9776
H 3.2532 -1.3035 0.0643
C -1.4430 6.4964 9.9459
C -0.9708 5.2875 9.1658
O 0.0177 5.6354 8.1913
C 1.2466 5.8318 8.6664
O 1.5868 5.7282 9.8175
O 2.0326 6.1555 7.6461
C 3.3812 6.4530 8.0093
H -1.7896 7.2754 9.2654
H -2.2607 6.2209 10.6124
H -0.6351 6.9135 10.5456
H -1.7944 4.8603 8.5971
H -0.5847 4.5111 9.8256
H 3.8072 5.6477 8.6025
H 3.4233 7.3910 8.5623
H 3.9460 6.5515 7.0873
```

Properties
Frontier orbital gap = 4.4 eV
HOMO level = -2.760 eV
Total energy = -97440.3973 eV
Charge = -1

***

Please write out number 2 again, unchanged.
DFT (ωB97M-V/def2-TZVPD) results for 2 unconnected molecules or ions with the total composition C3H2NO3 in a non-equilibrium geometry.

```
9
C3H2NO3 (ωB97M-V/def2-TZVPD)
C 1.0956 0.7461 0.0519
C -1.4688 0.0110 0.0672
C 0.0259 -0.1771 0.3800
N 1.0426 -0.4076 -0.6287
O -1.5076 0.1750 -1.1719
O 1.7752 1.7501 0.1567
O -2.3037 0.0120 0.9442
H 0.1931 -1.3191 1.7549
H 1.1477 -0.7903 -1.5543
```

Properties
Frontier orbital gap = 8.5 eV
HOMO level = -4.526 eV
Energy above the lowest of the compared OMol25 structures with the same formula, charge and spin = 95.7 kcal/mol
Total energy = -10773.6196 eV
Charge = -1